163
Properties=species:S:1:pos:R:3:mulliken_charge:R:1 method="wB97M-V/def2-TZVPD" total_charge=-1 e_lumo_ev=1.766 homo_ev=-6.87 orbital_gap_ha=0.317
C 1.05821 24.01250 -27.08020 0.60
F 0.30132 24.15349 -25.97136 -0.21
F 1.03589 22.66679 -27.41360 -0.23
F 0.59378 24.78982 -28.09170 -0.21
S 2.94489 24.47854 -26.72114 0.92
O 3.65802 24.57060 -27.98969 -0.57
O 2.78684 25.83968 -26.18857 -0.66
N 3.36788 23.42167 -25.42435 -0.28
S 4.44071 22.49313 -26.12386 0.98
O 3.95473 21.75405 -27.29366 -0.60
O 5.71659 23.13169 -26.25911 -0.62
C 4.74434 21.08137 -24.77706 0.54
F 5.34495 21.49513 -23.64455 -0.22
F 3.64977 20.42440 -24.42835 -0.22
F 5.57906 20.19285 -25.33236 -0.23
O 0.77559 28.67574 -22.10974 -0.63
H -0.00024 29.23626 -22.12131 0.31
H 1.35333 29.05187 -22.77380 0.31
O 4.51272 26.04293 -21.66787 -0.63
H 5.36291 26.45571 -21.81963 0.30
H 4.34956 25.53117 -22.46015 0.32
O 7.13518 22.75472 -17.91514 -0.63
H 7.89433 23.32765 -18.02319 0.32
H 7.40731 22.11778 -17.25447 0.31
O 0.57717 23.86011 -21.91057 -0.63
H -0.01646 23.12192 -22.04809 0.30
H 1.22445 23.78134 -22.61134 0.32
C 12.15005 23.69692 -20.37945 -1.31
C 12.71590 25.00405 -19.68220 0.31
C 13.56176 25.94444 -20.52427 -0.57
O 14.02205 27.08724 -19.73838 -0.30
C 14.97438 27.89261 -20.41098 -0.75
N 11.52870 25.77211 -19.23912 -0.73
H 12.93545 23.10492 -20.84931 0.36
H 11.31214 23.85246 -21.05901 0.31
H 11.81743 22.93142 -19.67839 0.34
H 13.28412 24.69281 -18.80563 0.27
H 12.96484 26.31230 -21.35881 0.33
H 14.30133 25.24578 -20.91544 0.30
H 14.80945 28.18384 -21.44833 0.32
H 15.89110 27.30886 -20.49429 0.30
H 15.14500 28.80865 -19.84542 0.26
H 11.88259 26.59761 -18.77717 0.31
H 11.04538 26.11220 -20.05817 0.26
C 2.71983 18.08470 -34.68182 -1.39
C 2.84388 18.81758 -33.37123 0.62
C 1.45403 19.40391 -33.05462 -0.76
O 0.89331 20.35368 -33.94023 -0.34
C 1.54482 21.66286 -33.90908 -0.67
N 3.33367 17.86398 -32.37035 -0.74
H 1.93286 17.33169 -34.72373 0.32
H 3.59663 17.47760 -34.90709 0.40
H 2.67258 18.78527 -35.51552 0.30
H 3.55396 19.63266 -33.51100 0.18
H 1.53235 19.77284 -32.03195 0.35
H 0.79801 18.55622 -32.85668 0.43
H 2.61232 21.61861 -34.12493 0.28
H 1.40612 22.13285 -32.93544 0.31
H 1.03819 22.21046 -34.70378 0.23
H 3.29852 18.34083 -31.48070 0.24
H 4.27098 17.50762 -32.49105 0.24
C 6.53181 14.79628 -20.16940 -1.55
C 6.44032 13.43125 -20.79282 0.52
C 6.76499 13.46096 -22.32177 -0.77
O 6.13381 12.32408 -22.93872 -0.32
C 6.32239 12.23593 -24.36527 -0.72
N 7.29931 12.48310 -20.08012 -0.75
H 5.64748 15.41622 -20.31686 0.40
H 7.46669 15.32050 -20.36760 0.32
H 6.44230 14.67484 -19.08989 0.43
H 5.40347 13.10739 -20.70247 0.26
H 7.78618 13.68524 -22.62994 0.39
H 6.25658 14.36058 -22.66861 0.38
H 7.39967 12.07707 -24.41356 0.32
H 6.16116 13.14946 -24.93761 0.30
H 5.68448 11.44853 -24.76671 0.22
H 8.25890 12.78382 -20.17426 0.26
H 7.19396 11.65692 -20.65145 0.31
C -8.00272 24.32481 -31.44450 -1.31
C -6.73859 24.86815 -30.77259 0.74
C -6.96731 26.09217 -29.80708 -0.67
O -7.21185 27.22603 -30.60787 -0.38
C -6.07284 27.84786 -31.24541 -0.74
N -6.17249 23.67960 -30.03949 -0.76
H -8.80594 24.21443 -30.71597 0.30
H -7.73519 23.34853 -31.84874 0.38
H -8.38099 25.03904 -32.17586 0.31
H -5.99576 25.21126 -31.49272 0.16
H -6.14203 26.24791 -29.11227 0.34
H -7.83133 26.12487 -29.14338 0.27
H -6.11495 28.93045 -31.12574 0.26
H -5.93684 27.60410 -32.29906 0.26
H -5.17377 27.50852 -30.73100 0.35
H -6.07525 22.94188 -30.72243 0.23
H -5.23918 23.83277 -29.68514 0.25
C 10.85533 23.91437 -35.49907 -1.62
C 9.60817 23.46641 -36.20248 0.84
C 8.50482 22.95132 -35.20972 -0.76
O 8.76604 21.73393 -34.42293 -0.34
C 9.28203 21.82021 -33.07866 -0.54
N 9.16062 24.65503 -36.95169 -0.69
H 11.61036 24.15775 -36.24660 0.41
H 11.33937 23.18936 -34.84472 0.34
H 10.65833 24.77133 -34.85493 0.37
H 9.89735 22.69603 -36.91732 0.20
H 7.59101 22.80425 -35.78542 0.30
H 8.37090 23.81282 -34.55552 0.33
H 9.25163 20.77995 -32.75459 0.22
H 8.65939 22.35138 -32.35874 0.29
H 10.30022 22.20880 -33.09874 0.20
H 9.95224 25.24891 -37.15358 0.23
H 8.77308 24.47658 -37.86715 0.23
C 10.26282 28.68264 -29.47233 -1.32
C 9.83041 29.36293 -28.18326 0.35
C 8.33487 29.71029 -28.28688 -0.77
O 8.24949 30.85164 -29.11391 -0.32
C 6.87084 31.20202 -29.35563 -0.71
N 10.02779 28.37016 -27.12514 -0.79
H 11.33510 28.84530 -29.58120 0.35
H 9.75394 29.04119 -30.36708 0.31
H 10.16390 27.60015 -29.39150 0.36
H 10.28555 30.31942 -27.92624 0.35
H 7.89428 29.89570 -27.30729 0.45
H 7.79382 28.88537 -28.75040 0.36
H 6.25436 30.33076 -29.57690 0.31
H 6.74890 31.90591 -30.17891 0.25
H 6.48066 31.72085 -28.48003 0.29
H 10.93308 27.94581 -27.26826 0.27
H 9.41733 27.59862 -27.35355 0.28
C 12.92655 21.18029 -26.81400 -1.49
C 14.23709 21.56591 -27.33205 0.46
C 14.91052 20.42515 -28.17535 -0.74
O 14.29723 20.13163 -29.41406 -0.25
C 14.96456 19.17292 -30.15223 -0.79
N 14.29669 22.77208 -28.01574 -0.70
H 12.34482 21.98694 -26.36790 0.37
H 13.00417 20.33940 -26.12481 0.36
H 12.34800 20.78173 -27.64739 0.28
H 14.82917 21.64838 -26.42061 0.29
H 14.96947 19.54659 -27.53289 0.35
H 15.89559 20.79922 -28.45429 0.37
H 16.03908 19.33342 -30.24027 0.32
H 14.61700 19.27481 -31.18029 0.25
H 14.79065 18.16011 -29.78879 0.29
H 13.72435 22.56579 -28.82194 0.34
H 15.22416 22.87685 -28.40165 0.28
C -6.11984 31.66218 -21.92933 -1.37
C -5.22706 30.42260 -22.14603 0.38
C -5.61179 29.67129 -23.42400 -0.66
O -6.96092 29.31748 -23.60411 -0.39
C -7.35152 28.13073 -22.95848 -0.67
N -3.81937 30.91042 -22.17644 -0.65
H -7.15301 31.32567 -21.84318 0.31
H -6.25356 32.37394 -22.74395 0.37
H -5.83408 32.26570 -21.06783 0.40
H -5.46694 29.69376 -21.37184 0.16
H -5.06155 28.73055 -23.44358 0.34
H -5.14051 30.23812 -24.22693 0.40
H -7.07914 28.14280 -21.90313 0.30
H -6.91943 27.30416 -23.52256 0.31
H -8.43296 28.12736 -23.09475 0.23
H -3.67203 31.58159 -21.43622 0.27
H -3.78975 31.53105 -22.97271 0.28